Record 1
ORCA calculation (wB97M-V/def2-TZVPD) on C12H19AuCl2N3O as an isolated structure at a distorted geometry.

Its spin multiplicity is 3. The value obtained for the calculated total energy is -1764.14514 Ha. The calculation puts the maximum force at 0.09428 Eh/bohr. The value obtained for the orbital gap (alpha / beta) is 3.54 / 7.38 eV. As for the total charge: -1. The LUMO energy (alpha / beta) is 2.742 / 2.739 eV. The calculation puts the HOMO energy (alpha / beta) at -0.80 / -4.64 eV.

Last column: Mulliken charge in e.
Cartesian coordinates (Å):
Au1 0.53 -2.19 0.10  -0.169
Cl1 1.25 1.42 -0.91  -0.244
Cl2 -0.89 -3.11 1.60  -0.717
C1 1.11 -1.74 -1.70  -1.264
H1 1.78 -2.39 -2.37  0.337
H2 0.50 -0.92 -2.20  0.243
C2 1.39 0.57 0.67  1.078
C3 1.79 -0.79 0.47  -0.508
H3 0.38 0.70 1.11  -0.147
C4 3.00 -0.88 -0.53  -1.188
H4 2.21 -1.33 1.34  0.949
C5 4.16 -0.09 0.18  -0.652
H5 3.31 -1.93 -0.71  0.462
H6 2.82 -0.43 -1.51  0.479
C6 3.80 1.26 0.82  -0.711
H7 4.57 -0.74 0.97  0.324
H8 4.97 0.03 -0.55  0.369
C7 2.45 1.25 1.53  -1.006
H9 4.60 1.56 1.52  0.384
H10 3.85 2.02 0.03  0.260
H11 2.52 0.67 2.46  0.371
H12 2.14 2.23 1.82  0.431
C8 -4.27 0.33 -2.54  -0.986
N1 -3.65 0.28 -1.22  0.108
C9 -4.17 1.02 -0.22  0.107
C10 -3.59 0.98 1.01  -1.066
C11 -2.41 0.19 1.13  0.662
N2 -1.75 -0.30 0.10  -0.022
C12 -2.38 -0.35 -1.12  0.131
O1 -1.92 -0.89 -2.12  -0.613
N3 -1.87 0.02 2.39  -0.342
H13 -5.28 0.73 -2.42  0.327
H14 -4.31 -0.66 -2.99  0.300
H15 -3.70 0.99 -3.20  0.303
H16 -5.06 1.60 -0.47  0.292
H17 -3.98 1.51 1.86  0.312
H18 -2.48 0.29 3.16  0.234
H19 -1.41 -0.90 2.52  0.171


Record 2
ORCA calculation (wB97M-V/def2-TZVPD) on C3H4O3Sr as an isolated structure at a distorted geometry.

Its spin multiplicity is 1. The value obtained for the calculated total energy is -372.87221 Ha. The calculation puts the maximum force at 0.07850 Eh/bohr. The value obtained for the orbital gap (alpha / beta) is 3.30 / 3.24 eV. The LUMO energy (alpha / beta) is -1.574 / -1.507 eV. The calculation puts the HOMO energy (alpha / beta) at -4.88 / -4.75 eV.

Last column: Mulliken charge in e.
Cartesian coordinates (Å):
O1 -0.19 -0.17 -1.58  -0.334
C1 0.15 0.82 -0.81  0.476
O2 -0.53 1.95 -0.86  -0.931
Sr1 -0.69 3.02 1.10  1.671
O3 0.21 1.08 1.58  -1.074
C2 0.62 0.36 0.49  -0.024
H1 1.66 -0.02 0.46  0.317
C3 -0.18 -1.42 -0.13  -0.959
H2 -0.67 -2.41 -0.17  0.280
H3 0.62 -1.96 -0.67  0.327
H4 -1.00 -1.26 0.59  0.250


Record 3
ORCA calculation (wB97M-V/def2-TZVPD) on a 11-piece molecular cluster, C54H141N7O16P4 overall at a distorted geometry.

Its spin multiplicity is 1. Its SMILES is COP(=O)(OC)OC.COP(=O)(OC)OC.COP(=O)(OC)OC.COP(=O)(OC)OC.CCN(CC)CC.CCN(CC)CC.CCN(CC)CC.CCN(CC)CC.CCN(CC)CC.CCN(CC)CC.CCN(CC)CC. The value obtained for the calculated total energy is -5094.72338 Ha. The calculation puts the maximum force at 0.07403 Eh/bohr. The value obtained for the orbital gap is 8.30 eV. The LUMO energy is 0.584 eV. The calculation puts the HOMO energy at -7.72 eV.

Last column: Mulliken charge in e.
Cartesian coordinates (Å):
C1 -2.13 -1.31 -5.71  0.103
O1 -2.09 -2.80 -5.69  -0.404
P1 -1.31 -3.68 -4.61  -0.155
O2 -1.36 -5.09 -5.00  -0.785
O3 0.13 -2.96 -4.52  0.232
C2 1.01 -3.11 -5.61  -0.933
O4 -1.75 -3.26 -3.21  0.613
C3 -2.60 -4.13 -2.35  -0.738
H1 -1.15 -0.96 -6.06  0.160
H2 -2.50 -1.01 -4.76  -0.167
H3 -2.92 -1.10 -6.48  0.232
H4 1.78 -2.34 -5.51  0.171
H5 0.54 -3.07 -6.56  0.389
H6 1.46 -4.08 -5.63  0.288
H7 -3.25 -4.72 -2.95  0.602
H8 -3.15 -3.48 -1.66  0.238
H9 -1.99 -4.83 -1.71  0.199
C4 -6.35 -5.46 2.35  -0.638
O5 -5.26 -6.27 2.14  -0.414
P2 -4.01 -5.90 1.16  0.711
O6 -4.36 -4.71 0.37  -0.238
O7 -3.65 -7.16 0.31  -0.317
C5 -4.30 -7.39 -0.98  -0.464
O8 -2.79 -5.88 2.17  -0.409
C6 -1.60 -5.41 1.61  -0.108
H10 -6.16 -4.74 3.15  0.254
H11 -7.15 -6.14 2.67  0.269
H12 -6.62 -4.91 1.47  0.287
H13 -3.92 -6.73 -1.77  0.103
H14 -5.42 -7.35 -0.98  0.286
H15 -4.14 -8.39 -1.35  0.302
H16 -1.78 -4.45 1.10  -0.299
H17 -1.18 -6.10 0.94  0.539
H18 -0.92 -5.24 2.48  0.136
C7 2.68 2.56 -8.22  -0.715
O9 2.46 2.44 -6.79  -0.329
P3 1.08 1.87 -6.23  0.872
O10 0.72 0.46 -6.43  -0.548
O11 0.02 3.01 -6.70  -0.375
C8 -1.33 2.65 -7.03  -0.593
O12 1.35 2.27 -4.75  -0.039
C9 2.21 1.48 -3.88  -0.134
H19 2.20 3.51 -8.54  0.251
H20 2.33 1.67 -8.81  0.301
H21 3.79 2.63 -8.35  0.240
H22 -1.81 3.49 -7.40  0.344
H23 -1.78 2.34 -6.11  0.132
H24 -1.31 1.82 -7.67  0.369
H25 1.93 1.73 -2.86  -0.339
H26 3.23 1.67 -4.19  0.494
H27 1.91 0.43 -3.98  0.057
C10 -4.21 1.30 2.95  -0.495
O13 -3.72 1.78 4.25  -0.390
P4 -2.41 2.59 4.49  -0.501
O14 -1.75 3.04 3.23  0.617
O15 -3.15 3.67 5.41  -0.340
C11 -2.57 4.93 5.79  -0.563
O16 -1.51 1.68 5.50  -0.374
C12 -0.31 0.99 5.09  0.168
H28 -3.56 1.52 2.12  0.054
H29 -5.18 1.68 2.74  0.419
H30 -4.28 0.23 3.10  0.299
H31 -1.48 4.81 6.07  0.258
H32 -3.17 5.35 6.57  0.253
H33 -2.62 5.63 4.94  0.235
H34 -0.39 0.53 4.12  -0.567
H35 -0.12 0.25 5.86  0.588
H36 0.65 1.58 5.01  0.207
C13 9.07 -0.95 -1.54  -1.547
C14 7.75 -0.95 -0.82  -0.162
N1 6.70 -0.45 -1.70  0.398
C15 5.33 -0.99 -1.54  1.014
C16 4.96 -1.60 -2.83  -1.115
C17 6.75 0.97 -2.07  -0.642
C18 6.78 2.01 -0.93  -0.818
H37 9.51 0.02 -1.50  0.319
H38 9.03 -1.15 -2.57  0.343
H39 9.67 -1.72 -1.02  0.447
H40 7.47 -2.00 -0.60  0.062
H41 7.69 -0.45 0.12  0.470
H42 5.24 -1.58 -0.62  -0.317
H43 4.72 -0.07 -1.29  -0.465
H44 4.93 -0.95 -3.69  0.400
H45 5.64 -2.43 -3.11  0.278
H46 3.95 -2.01 -2.80  0.028
H47 5.87 1.19 -2.69  0.154
H48 7.62 1.16 -2.70  0.407
H49 5.92 1.96 -0.25  -0.042
H50 6.70 3.01 -1.37  0.475
H51 7.73 1.91 -0.40  0.335
C19 -2.47 -1.70 6.25  -1.268
C20 -1.29 -2.46 5.73  0.009
N2 -0.12 -2.21 6.60  0.959
C21 -0.15 -2.80 7.91  -0.618
C22 0.53 -1.98 9.00  -1.279
C23 1.09 -2.11 5.84  -0.487
C24 1.50 -3.40 5.04  -0.811
H52 -3.41 -1.81 5.66  0.342
H53 -2.29 -0.60 6.36  0.224
H54 -2.75 -2.01 7.24  0.428
H55 -1.57 -3.58 5.74  0.198
H56 -1.07 -2.20 4.70  -0.110
H57 0.36 -3.82 7.86  0.299
H58 -1.15 -2.95 8.23  0.420
H59 1.53 -1.71 8.67  0.256
H60 0.74 -2.48 9.95  0.405
H61 -0.12 -1.09 9.07  0.260
H62 0.91 -1.30 5.12  -0.409
H63 1.96 -1.77 6.41  0.563
H64 0.74 -3.63 4.32  0.116
H65 2.44 -3.05 4.63  0.356
H66 1.66 -4.23 5.71  0.250
C25 4.62 2.16 3.37  -1.680
C26 3.22 2.36 2.77  0.709
N3 2.93 3.76 2.69  0.413
C27 3.68 4.52 1.67  -1.140
C28 3.46 4.03 0.26  0.857
C29 1.55 4.07 2.72  1.582
C30 1.30 5.47 3.32  -1.687
H67 5.35 2.41 2.57  0.304
H68 4.82 1.07 3.49  0.375
H69 4.70 2.74 4.26  0.361
H70 3.01 1.75 1.82  -0.166
H71 2.61 1.83 3.48  0.004
H72 3.33 5.54 1.71  0.306
H73 4.69 4.52 1.94  0.509
H74 3.62 2.95 0.15  -0.365
H75 2.50 4.26 -0.14  -0.783
H76 4.08 4.57 -0.45  0.668
H77 1.01 3.38 3.33  -0.597
H78 1.09 4.01 1.72  -0.722
H79 1.88 6.18 2.75  0.414
H80 1.57 5.56 4.39  0.368
H81 0.24 5.72 3.33  0.343
C31 -5.35 1.46 -4.44  -1.586
C32 -4.67 1.32 -3.08  1.283
N4 -5.59 0.90 -1.99  0.312
C33 -5.80 -0.58 -2.09  -0.360
C34 -6.97 -1.21 -1.29  -1.410
C35 -5.20 1.43 -0.70  0.853
C36 -5.83 2.83 -0.41  -1.869
H82 -6.10 2.25 -4.42  0.412
H83 -5.91 0.56 -4.68  0.330
H84 -4.76 1.67 -5.34  0.303
H85 -3.89 0.51 -3.30  -0.794
H86 -4.09 2.24 -2.80  -0.023
H87 -5.96 -0.76 -3.13  0.474
H88 -4.85 -1.08 -1.79  0.052
H89 -7.83 -0.53 -1.54  0.358
H90 -7.09 -2.25 -1.63  0.427
H91 -6.79 -1.24 -0.22  0.240
H92 -4.09 1.53 -0.56  -0.674
H93 -5.48 0.77 0.15  0.337
H94 -6.88 2.70 -0.45  0.549
H95 -5.59 3.57 -1.18  0.300
H96 -5.52 3.33 0.49  0.368
C37 -1.72 5.64 0.55  -1.674
C38 -1.77 4.50 -0.48  0.391
N5 -1.01 4.75 -1.75  0.833
C39 0.42 4.61 -1.72  1.931
C40 1.10 5.78 -2.41  -1.547
C41 -1.61 4.56 -3.07  0.366
C42 -2.66 5.67 -3.36  -1.526
H97 -2.41 5.43 1.31  0.572
H98 -1.89 6.61 0.02  0.361
H99 -0.74 5.73 1.02  0.054
H100 -1.45 3.55 0.04  -0.752
H101 -2.76 4.30 -0.78  0.646
H102 0.68 4.61 -0.69  -1.564
H103 0.84 3.62 -2.11  -0.261
H104 1.01 5.73 -3.48  0.302
H105 0.72 6.73 -2.01  0.395
H106 2.17 5.86 -2.14  0.375
H107 -2.17 3.65 -3.16  -0.433
H108 -0.78 4.42 -3.79  0.316
H109 -3.29 5.35 -4.18  0.462
H110 -2.28 6.62 -3.76  0.359
H111 -3.24 5.86 -2.44  0.283
C43 5.40 -4.68 -0.22  -1.048
C44 3.97 -4.64 0.30  -0.617
N6 3.32 -3.33 0.43  0.934
C45 1.88 -3.44 0.20  0.976
C46 1.36 -3.67 -1.21  -0.184
C47 3.56 -2.87 1.78  -0.707
C48 3.21 -1.41 1.98  0.080
H112 5.46 -4.66 -1.30  0.298
H113 5.87 -5.58 0.22  0.400
H114 5.86 -3.83 0.23  0.074
H115 3.30 -5.16 -0.34  0.457
H116 4.01 -5.12 1.33  0.314
H117 1.53 -2.44 0.49  -1.405
H118 1.49 -4.21 0.86  0.385
H119 1.66 -2.78 -1.84  -0.166
H120 0.30 -3.72 -1.27  -0.414
H121 1.72 -4.61 -1.71  0.531
H122 3.04 -3.48 2.68  -0.108
H123 4.68 -3.04 1.95  0.386
H124 3.31 -1.07 3.05  0.309
H125 3.86 -0.83 1.36  0.097
H126 2.18 -1.17 1.78  -0.493
C49 0.16 1.42 1.17  0.968
C50 -0.39 0.00 1.03  0.551
N7 -1.66 -0.05 0.30  1.475
C51 -2.06 -1.46 0.17  1.719
C52 -2.53 -2.06 1.48  -0.825
C53 -1.52 0.45 -1.07  1.859
C54 -0.43 0.01 -1.94  0.323
H127 0.27 1.92 0.22  -0.163
H128 1.06 1.36 1.77  -0.384
H129 -0.51 1.99 1.77  -0.468
H130 0.33 -0.68 0.65  -0.802
H131 -0.61 -0.37 2.07  -0.574
H132 -2.85 -1.46 -0.58  -0.439
H133 -1.25 -1.98 -0.37  -0.534
H134 -1.65 -2.45 2.01  0.406
H135 -3.02 -1.31 2.03  -0.493
H136 -3.29 -2.83 1.29  -0.255
H137 -1.41 1.51 -0.97  -0.977
H138 -2.46 0.39 -1.63  -0.568
H139 -0.38 -1.00 -2.31  -0.763
H140 0.53 0.41 -1.55  -0.301
H141 -0.62 0.61 -2.91  0.279


Record 4
ORCA calculation (wB97M-V/def2-TZVPD) on an isolated ion of composition C7H12ClN4 and charge +1 at a distorted geometry.

Its spin multiplicity is 1. The value obtained for the calculated total energy is -952.75092 Ha. The calculation puts the maximum force at 0.06916 Eh/bohr. The value obtained for the orbital gap (alpha / beta) is 8.82 / 8.82 eV. As for the total charge: +1. The LUMO energy (alpha / beta) is -3.534 / -3.534 eV. The calculation puts the HOMO energy (alpha / beta) at -12.35 / -12.35 eV.

Last column: Mulliken charge in e.
Cartesian coordinates (Å):
C1 -2.60 -0.51 -0.16  -0.019
C2 -2.36 1.72 0.86  -0.197
C3 2.58 -0.38 1.31  -0.701
C4 1.77 -1.42 0.53  -0.567
C5 1.55 0.05 0.22  -0.111
C6 -0.22 1.67 -0.24  -0.174
C7 -1.59 -0.20 -1.25  -0.225
N1 -2.88 0.60 0.74  -0.426
N2 -1.31 2.37 0.20  -0.077
N3 -1.22 -1.15 -2.05  -0.252
N4 0.31 0.73 0.53  -0.106
Cl1 -2.29 -2.03 0.66  -0.123
H1 -3.51 -0.64 -0.60  0.517
H2 -2.94 2.32 1.57  0.417
H3 2.28 -0.29 2.30  0.294
H4 3.62 -0.01 1.21  0.259
H5 2.33 -1.88 -0.29  0.255
H6 1.19 -2.23 0.95  0.294
H7 1.94 0.57 -0.61  0.466
H8 0.34 2.09 -1.08  0.329
H9 -1.54 3.26 -0.20  0.296
H10 -0.67 -1.04 -2.92  0.296
H11 -1.78 -2.13 -2.10  0.253
H12 -0.19 0.39 1.29  0.305


Record 5
ORCA calculation (wB97M-V/def2-TZVPD) on a 2-piece molecular cluster, C3H4OS overall.

Its spin multiplicity is 1. The value obtained for the calculated total energy is -589.95634 Ha. The calculation puts the maximum force at 0.01440 Eh/bohr. The value obtained for the orbital gap (alpha / beta) is 8.41 / 7.37 eV. The LUMO energy (alpha / beta) is -0.815 / -1.267 eV. The calculation puts the HOMO energy (alpha / beta) at -9.22 / -8.63 eV.

Last column: Mulliken charge in e.
Cartesian coordinates (Å):
C1 -1.33 -0.05 0.95  -0.066
C2 -2.36 0.13 1.56  0.261
C3 -0.15 -0.22 0.21  -1.307
O1 2.42 -0.18 -1.68  -0.419
S1 0.99 0.39 -2.24  0.033
H1 2.92 0.53 -1.27  0.352
H2 -3.23 0.24 2.13  0.415
H3 0.70 0.36 0.54  0.331
H4 0.04 -1.19 -0.21  0.401